(1)
Formula: C3H3Cl3S
Source: OMol25
Level of theory: ωB97M-V/def2-TZVPD

E_tot: -1894.76625 a.u.
Kohn-Sham gap: 8.1 eV
total charge: 0
strongest force on any atom: 4.05 eV/A
HOMO: -8.704 eV

Each line ends with the Löwdin charge.
Element x y z (Å)
C  1.6387  -0.0752  -0.2865  -0.6748
C  -0.1888  0.6027  0.4825  -0.7931
C  -1.0349  -0.3540  -0.2434  -1.1373
S  2.8712  -0.1917  0.6510  0.7119
Cl  -0.2617  2.3611  0.3497  0.5860
Cl  -0.5515  -2.0293  -0.0675  0.6206
Cl  -2.8182  -0.0973  0.3440  0.4695
H  1.4906  -0.2837  -1.3708  0.0373
H  -0.1940  0.3191  1.5541  0.0772
H  -0.9515  -0.2517  -1.4131  0.1027

(2)
Formula: C3H3Cl3S
Source: OMol25
Level of theory: ωB97M-V/def2-TZVPD

expectation value of S²: 2.008
E_tot: -1894.70911 a.u.
spin multiplicity: 3
Kohn-Sham gap (alpha / beta): 7.9 / 8.5 eV
total charge: 0
strongest force on any atom: 3.90 eV/A
HOMO (alpha / beta): -7.318 / -9.944 eV

Each line ends with the Mulliken spin population.
Element x y z (Å)
C  -0.7966  -0.0586  0.3023  0.7303
C  -2.2025  -0.9398  -0.3103  0.7334
C  2.1463  0.4947  -0.1175  0.0009
S  0.7011  -0.7107  -0.2709  0.2194
Cl  -1.1004  1.6092  0.4155  0.0863
Cl  -3.5568  -0.0336  -0.0583  0.1159
Cl  -2.4315  -2.4623  0.4200  0.1042
H  2.7071  0.1490  -1.0095  0.0016
H  2.6739  0.4060  0.7785  0.0082
H  1.8594  1.5461  -0.1498  -0.0002

(3)
Formula: C3H3Cl3Si
Source: OMol25
Level of theory: ωB97M-V/def2-TZVPD

E_tot: -1786.24150 a.u.
Kohn-Sham gap: 10.2 eV
total charge: 0
strongest force on any atom: 4.06 eV/A
HOMO: -9.693 eV
SMILES: Cl[Si](Cl)(Cl)C1=CC1

Each line ends with the Löwdin charge.
Element x y z (Å)
Cl  2.7862  -0.2255  1.2102  0.3669
Si  0.9239  0.5131  1.2814  -0.7245
Cl  0.5659  2.4620  1.6269  0.3372
Cl  -0.3295  -0.3081  2.6550  0.3181
C  0.1540  0.0649  -0.3713  -0.3417
C  -0.1126  0.0542  -1.6338  -0.0797
C  -1.1648  -0.6627  -0.8337  -0.1410
H  0.3196  0.3703  -2.6023  0.1082
H  -2.1941  -0.4876  -0.6051  0.0661
H  -0.9486  -1.7805  -0.7274  0.0902